Entry from OMol25: a structure of composition C30H55BeN4OP2S (wB97M-V/def2-TZVPD).

Element x y z (Å)
C: -2.3441 0.1460 -1.6460
C: -0.1696 -0.4151 -2.3045
C: -2.7892 0.0042 -2.9529
C: -0.5217 -0.1765 -3.6558
C: -1.8575 -0.1117 -3.9903
H: -3.8672 0.0750 -3.1641
H: 0.2651 -0.3208 -4.3901
H: -2.1765 -0.2186 -5.0291
N: -1.0520 -0.0403 -1.2978
P: -2.5060 1.0324 0.9569
P: 1.7318 -1.7610 -0.6267
C: -3.3845 0.5003 -0.5797
H: -4.0828 1.3037 -0.8930
H: -4.0527 -0.3557 -0.3413
C: 1.1508 -0.9841 -2.0798
H: 1.9181 -0.3474 -2.5759
C: 3.4221 -1.3347 0.0780
C: 1.6988 -3.3315 -1.6502
C: -2.5420 2.9262 0.9527
C: -3.4947 0.2011 2.3173
C: 3.3579 -0.3644 1.2721
H: 2.9253 -0.8329 2.1656
H: 4.3930 -0.0801 1.5288
H: 2.8088 0.5532 1.0245
C: 4.1276 -2.6201 0.5592
H: 3.5073 -3.1687 1.2789
H: 4.4052 -3.2769 -0.2739
H: 5.0593 -2.3234 1.0686
C: 4.2513 -0.6271 -0.9987
H: 5.2763 -0.5133 -0.6139
H: 4.3141 -1.1699 -1.9465
H: 3.8552 0.3806 -1.1795
C: 1.8653 -4.5428 -0.7511
H: 1.0950 -4.5186 0.0371
H: 1.7020 -5.4180 -1.4010
H: 2.8626 -4.5938 -0.3040
C: 0.3218 -3.4392 -2.3481
H: -0.4871 -3.3322 -1.5988
H: 0.1859 -2.6674 -3.1164
H: 0.2651 -4.4078 -2.8564
C: 2.8018 -3.2087 -2.7225
H: 2.6504 -2.3179 -3.3562
H: 3.8153 -3.1828 -2.3012
H: 2.7139 -4.0953 -3.3714
C: -2.9070 0.6366 3.6691
H: -3.4471 0.1053 4.4671
H: -1.8363 0.3812 3.7484
H: -3.0230 1.7136 3.8424
C: -3.3229 -1.3171 2.1247
H: -3.8530 -1.6793 1.2324
H: -2.2673 -1.6096 2.0404
H: -3.7491 -1.8304 2.9965
C: -4.9900 0.5383 2.2348
H: -5.4206 0.2719 1.2612
H: -5.5034 -0.0579 3.0033
H: -5.1998 1.5949 2.4431
C: -2.2455 3.4071 -0.4784
H: -3.0442 3.1353 -1.1842
H: -2.1691 4.5035 -0.4631
H: -1.2945 3.0104 -0.8586
C: -1.4359 3.4193 1.9022
H: -0.4450 3.0723 1.5846
H: -1.4253 4.5206 1.8871
H: -1.5881 3.0715 2.9353
C: -3.8984 3.4718 1.4071
H: -4.7309 3.0847 0.8013
H: -4.0840 3.2838 2.4745
H: -3.8716 4.5661 1.2770
Be: -0.5579 0.3649 0.3020
C: 0.3849 -1.9182 0.6512
O: -0.5087 -2.7781 0.5138
N: 0.5665 1.4797 0.2658
C: 1.4193 2.1617 -0.2164
C: 2.1972 2.8142 -1.4080
C: 2.7020 2.1476 -2.7122
C: 1.2109 3.8753 -1.8811
C: 3.4137 3.3179 -0.6278
H: 3.4803 1.3756 -2.6376
H: 1.9343 1.7479 -3.3945
H: 3.2127 2.9078 -3.3421
H: 0.6849 4.2986 -1.0163
H: 1.6476 4.7075 -2.4612
H: 0.4376 3.3885 -2.4945
H: 4.0726 4.0399 -1.1491
H: 3.0217 3.7278 0.3199
H: 3.9974 2.4281 -0.3230
N: -0.5053 -3.2897 3.2359
C: -0.0662 -2.0576 3.4756
N: 0.1407 -1.6508 4.7391
S: 0.3583 -0.8903 2.1772
H: -0.7337 -3.9326 3.9872
H: -0.6723 -3.5895 2.2690
H: 0.5291 -0.7353 4.9228
H: -0.0347 -2.2586 5.5325

For the relative energy (zero: lowest compared OMol25 entry of this formula, charge and spin), the calculation gives 310.7 kJ/mol. The value obtained for the HOMO-LUMO gap is 4.6 eV. As for the net charge: +1.

Löwdin analysis output, partial charges in e: number 1, C, carries -0.30; number 2, C, carries -0.30; number 3, C, carries -0.05; number 4, C, carries -0.05; number 5, C, carries -0.05; number 6, H, carries 0.12; number 7, H, carries 0.12; number 8, H, carries 0.12; number 9, N, carries 0.05; number 10, P, carries 1.16; number 11, P, carries 1.09; number 12, C, carries -0.23; number 13, H, carries 0.10; number 14, H, carries 0.09; number 15, C, carries -0.28; number 16, H, carries 0.06; number 17, C, carries -0.61; number 18, C, carries -0.63; number 19, C, carries -0.67; number 20, C, carries -0.67; number 21, C, carries -0.12; number 22, H, carries 0.04; number 23, H, carries 0.10; number 24, H, carries 0.04; number 25, C, carries -0.08; number 26, H, carries 0.09; number 27, H, carries 0.07; number 28, H, carries 0.10; number 29, C, carries -0.08; number 30, H, carries 0.10; number 31, H, carries 0.08; number 32, H, carries 0.04; number 33, C, carries -0.09; number 34, H, carries 0.08; number 35, H, carries 0.09; number 36, H, carries 0.06; number 37, C, carries -0.08; number 38, H, carries 0.09; number 39, H, carries 0.06; number 40, H, carries 0.09; number 41, C, carries -0.08; number 42, H, carries 0.08; number 43, H, carries 0.06; number 44, H, carries 0.10; number 45, C, carries -0.09; number 46, H, carries 0.09; number 47, H, carries 0.06; number 48, H, carries 0.07; number 49, C, carries -0.08; number 50, H, carries 0.09; number 51, H, carries 0.03; number 52, H, carries 0.10; number 53, C, carries -0.08; number 54, H, carries 0.08; number 55, H, carries 0.10; number 56, H, carries 0.06; number 57, C, carries -0.08; number 58, H, carries 0.09; number 59, H, carries 0.10; number 60, H, carries 0.05; number 61, C, carries -0.09; number 62, H, carries 0.05; number 63, H, carries 0.10; number 64, H, carries 0.07; number 65, C, carries -0.09; number 66, H, carries 0.09; number 67, H, carries 0.07; number 68, H, carries 0.10; number 69, Be, carries -0.07; number 70, C, carries -0.83; number 71, O, carries -0.24; number 72, N, carries 0.15; number 73, C, carries 0.03; number 74, C, carries -0.51; number 75, C, carries -0.04; number 76, C, carries -0.05; number 77, C, carries -0.05; number 78, H, carries 0.06; number 79, H, carries 0.08; number 80, H, carries 0.11; number 81, H, carries 0.08; number 82, H, carries 0.11; number 83, H, carries 0.10; number 84, H, carries 0.11; number 85, H, carries 0.10; number 86, H, carries 0.08; number 87, N, carries 0.16; number 88, C, carries -0.64; number 89, N, carries 0.11; number 90, S, carries 0.90; number 91, H, carries 0.13; number 92, H, carries 0.10; number 93, H, carries 0.10; number 94, H, carries 0.12

Entry from OMol25: the ion C30H55ClIN2O3 with charge +1 (wB97M-V/def2-TZVPD).

Element x y z (Å)
C: -11.3286 0.9784 0.8999
C: -11.2988 1.1906 -0.6956
C: -9.8447 0.9324 -1.3370
C: -9.3991 2.1095 -2.3349
C: -7.8422 1.8811 -2.7550
C: -6.9190 2.8361 -1.8209
C: -5.4689 2.9913 -2.5143
C: -4.5013 4.0330 -1.7204
C: -3.1592 3.2269 -1.3609
C: -1.9178 4.1927 -0.9633
C: -0.5637 3.4763 -1.4768
C: 0.6612 3.6022 -0.4536
C: 0.6419 2.4767 0.7066
C: 1.8747 1.4241 0.5405
C: 2.5540 1.1067 1.9961
C: 2.7609 -0.4519 2.1751
C: 3.8361 -1.1069 1.2240
I: 5.0184 -0.0346 -0.2211
C: 3.9884 -2.6204 1.4528
C: 5.0710 -3.4343 0.6030
C: 4.6522 -3.6951 -0.9193
C: 5.7442 -4.7365 -1.5334
C: 7.0447 -4.0023 -2.1256
C: 6.7362 -3.0486 -3.3877
O: 6.8498 -1.6735 -2.9421
C: 8.2308 -1.2460 -2.8635
C: 8.7177 -0.8976 -1.3643
C: 3.1193 -3.3643 2.4831
C: 3.2428 -4.9544 2.7416
O: 3.0646 -5.7344 1.5452
O: 2.0411 -5.1217 0.8576
N: 2.2082 -2.6515 3.2550
N: 2.1192 -1.3420 3.0684
C: 1.1224 -0.7122 4.0238
Cl: -0.3229 0.0277 3.1716
C: 1.8481 0.3055 5.0728
C: 1.6925 -0.1490 6.6021
H: -11.4620 1.9934 1.3966
H: -12.1914 0.2700 1.1676
H: -10.3689 0.5039 1.3063
H: -12.0513 0.4931 -1.2168
H: -11.6199 2.2675 -0.9291
H: -9.8246 -0.0690 -1.8875
H: -9.0743 0.8343 -0.4861
H: -9.4572 3.1259 -1.8011
H: -10.0759 2.0814 -3.2572
H: -7.6060 0.7797 -2.5781
H: -7.6729 2.1759 -3.8556
H: -7.4067 3.8697 -1.7287
H: -6.8205 2.3284 -0.8022
H: -5.6203 3.3036 -3.6013
H: -4.9911 1.9443 -2.5408
H: -5.0775 4.3611 -0.7932
H: -4.3294 4.9065 -2.4360
H: -3.3993 2.5644 -0.4603
H: -2.9047 2.5955 -2.2894
H: -2.1212 5.1851 -1.4963
H: -1.8591 4.4028 0.1551
H: -0.2505 4.0494 -2.4268
H: -0.7571 2.3967 -1.8183
H: 0.6424 4.6524 0.0104
H: 1.6322 3.5424 -1.0651
H: 0.6382 2.9986 1.7174
H: -0.3593 1.9284 0.5947
H: 1.4097 0.4778 0.1150
H: 2.6516 1.8978 -0.1491
H: 3.5999 1.5750 1.9411
H: 1.8737 1.6027 2.7540
H: 6.0691 -2.8670 0.6285
H: 5.2920 -4.4451 1.1110
H: 3.6156 -4.1413 -1.0491
H: 4.7702 -2.7274 -1.5050
H: 5.2651 -5.4725 -2.2550
H: 6.1253 -5.3640 -0.6412
H: 7.7295 -4.8469 -2.5115
H: 7.6582 -3.4695 -1.3129
H: 7.4969 -3.2534 -4.2167
H: 5.7062 -3.2826 -3.8431
H: 8.3032 -0.2713 -3.4670
H: 8.9704 -2.0167 -3.2667
H: 9.0175 -1.8460 -0.7921
H: 7.8958 -0.4004 -0.7482
H: 9.5993 -0.1617 -1.3677
H: 4.2401 -5.1359 3.2709
H: 2.4297 -5.2279 3.5118
H: 2.2038 -5.3389 -0.0885
H: 0.6609 -1.5071 4.7167
H: 1.5523 1.3860 4.8699
H: 2.9704 0.2391 4.8108
H: 2.7190 -0.4632 7.0129
H: 1.3250 0.7694 7.1920
H: 0.9639 -1.0080 6.7717

For the relative energy (zero: lowest compared OMol25 entry of this formula, charge and spin), the calculation gives 740.2 kJ/mol. The value obtained for the HOMO-LUMO gap is 7.1 eV. As for the net charge: +1.

Löwdin analysis output, partial charges in e: number 1, C, carries -0.13; number 2, C, carries -0.25; number 3, C, carries -0.24; number 4, C, carries -0.22; number 5, C, carries -0.21; number 6, C, carries -0.22; number 7, C, carries -0.22; number 8, C, carries -0.20; number 9, C, carries -0.22; number 10, C, carries -0.20; number 11, C, carries -0.22; number 12, C, carries -0.21; number 13, C, carries -0.20; number 14, C, carries -0.20; number 15, C, carries -0.16; number 16, C, carries -0.11; number 17, C, carries -0.44; number 18, I, carries 1.11; number 19, C, carries -0.07; number 20, C, carries -0.18; number 21, C, carries -0.18; number 22, C, carries -0.19; number 23, C, carries -0.16; number 24, C, carries -0.20; number 25, O, carries -0.25; number 26, C, carries -0.25; number 27, C, carries -0.10; number 28, C, carries -0.08; number 29, C, carries -0.11; number 30, O, carries -0.16; number 31, O, carries -0.04; number 32, N, carries 0.16; number 33, N, carries -0.11; number 34, C, carries -0.56; number 35, Cl, carries 0.65; number 36, C, carries -0.23; number 37, C, carries -0.10; number 38, H, carries 0.07; number 39, H, carries 0.07; number 40, H, carries 0.07; number 41, H, carries 0.11; number 42, H, carries 0.10; number 43, H, carries 0.11; number 44, H, carries 0.10; number 45, H, carries 0.10; number 46, H, carries 0.11; number 47, H, carries 0.11; number 48, H, carries 0.11; number 49, H, carries 0.11; number 50, H, carries 0.11; number 51, H, carries 0.11; number 52, H, carries 0.11; number 53, H, carries 0.11; number 54, H, carries 0.11; number 55, H, carries 0.12; number 56, H, carries 0.11; number 57, H, carries 0.11; number 58, H, carries 0.11; number 59, H, carries 0.11; number 60, H, carries 0.11; number 61, H, carries 0.12; number 62, H, carries 0.10; number 63, H, carries 0.10; number 64, H, carries 0.10; number 65, H, carries 0.12; number 66, H, carries 0.06; number 67, H, carries 0.11; number 68, H, carries 0.07; number 69, H, carries 0.12; number 70, H, carries 0.12; number 71, H, carries 0.10; number 72, H, carries 0.06; number 73, H, carries 0.12; number 74, H, carries 0.11; number 75, H, carries 0.12; number 76, H, carries 0.10; number 77, H, carries 0.12; number 78, H, carries 0.14; number 79, H, carries 0.13; number 80, H, carries 0.13; number 81, H, carries 0.07; number 82, H, carries 0.00; number 83, H, carries 0.09; number 84, H, carries 0.15; number 85, H, carries 0.15; number 86, H, carries 0.12; number 87, H, carries 0.11; number 88, H, carries 0.10; number 89, H, carries 0.12; number 90, H, carries 0.09; number 91, H, carries 0.09; number 92, H, carries 0.08

Question: relative energy (zero: lowest compared OMol25 entry of this formula, charge and spin) of number 1 (C30H55BeN4OP2S)?
Answer: 310.7 kJ/mol

Question: net charge of number 2 (C30H55ClIN2O3)?
Answer: +1